No. 1
This record from the OMol25 dataset describes C32H45CaN3O2STe as an isolated structure. The level of theory is ωB97M-V/def2-TZVPD.

Each line ends with the Löwdin charge.
Geometry (Å):
Ca 1.649 0.235 1.900  1.360
N 2.064 -0.042 4.380  -0.069
C 1.549 1.141 5.118  -0.250
C 2.233 2.449 4.721  -0.185
C 1.648 3.185 3.518  -0.245
N 2.165 2.697 2.212  -0.060
H 1.471 -0.833 4.621  0.091
H 2.991 -0.277 4.717  0.083
H 1.664 0.998 6.192  0.113
H 0.481 1.202 4.910  0.109
H 3.309 2.282 4.575  0.116
H 2.161 3.125 5.573  0.115
H 1.846 4.251 3.630  0.113
H 0.565 3.059 3.502  0.117
H 3.150 2.927 2.128  0.088
H 1.699 3.229 1.479  0.070
O 3.878 -0.241 1.430  -0.712
S 4.973 -1.032 0.742  0.996
C 6.500 -0.079 1.009  -0.306
C 7.521 -1.045 1.597  -0.228
C 6.750 -1.870 2.622  -0.224
C 5.492 -2.344 1.902  -0.299
H 6.211 0.685 1.733  0.098
H 6.796 0.395 0.075  0.094
H 8.359 -0.501 2.032  0.123
H 7.924 -1.695 0.816  0.121
H 6.484 -1.248 3.479  0.117
H 7.327 -2.715 2.994  0.121
H 4.630 -2.531 2.540  0.094
H 5.676 -3.234 1.299  0.097
C -3.930 -2.255 -6.882  -0.045
C -3.141 -2.042 -5.617  -0.259
C -2.082 -1.145 -5.569  -0.012
C -1.347 -0.931 -4.405  -0.295
C -0.205 0.057 -4.446  -0.071
C -1.694 -1.642 -3.245  -0.384
Te -0.501 -1.382 -1.449  1.624
N 0.001 -1.031 0.838  -0.259
C -0.845 -0.552 1.708  -0.659
O -0.478 0.349 2.572  -0.236
C -2.275 -1.003 1.794  -0.181
C -3.259 -0.097 2.179  -0.031
C -4.585 -0.497 2.247  -0.075
C -4.931 -1.813 1.961  -0.079
C -3.948 -2.727 1.605  -0.082
C -2.624 -2.320 1.511  -0.064
C -0.960 0.676 -1.238  -0.373
C -2.292 1.116 -1.211  -0.262
C -3.485 0.206 -1.367  -0.047
C -2.538 2.481 -1.040  0.001
C -1.519 3.406 -0.886  -0.258
C -1.811 4.871 -0.698  -0.043
C -0.208 2.938 -0.896  -0.028
C 0.092 1.592 -1.065  -0.315
C 1.557 1.210 -1.094  -0.101
C -2.747 -2.566 -3.274  -0.314
C -3.208 -3.355 -2.074  -0.078
C -3.452 -2.746 -4.461  -0.016
H -3.501 -1.699 -7.715  0.075
H -4.964 -1.927 -6.756  0.085
H -3.955 -3.311 -7.155  0.083
H -1.812 -0.596 -6.466  0.116
H 0.000 0.359 -5.472  0.079
H 0.713 -0.372 -4.033  0.060
H -0.430 0.958 -3.867  0.074
H -2.971 0.921 2.410  0.116
H -5.351 0.215 2.529  0.106
H -5.966 -2.126 2.027  0.105
H -4.213 -3.758 1.401  0.108
H -1.847 -3.021 1.231  0.101
H -3.311 -0.780 -0.938  0.040
H -3.736 0.067 -2.421  0.094
H -4.350 0.636 -0.864  0.085
H -3.570 2.820 -1.018  0.123
H -2.878 5.074 -0.777  0.078
H -1.297 5.473 -1.449  0.084
H -1.476 5.215 0.282  0.080
H 0.608 3.649 -0.783  0.120
H 2.128 1.806 -0.374  0.053
H 1.990 1.419 -2.075  0.097
H 1.735 0.155 -0.896  0.007
H -2.445 -3.457 -1.306  0.024
H -3.516 -4.358 -2.372  0.085
H -4.068 -2.871 -1.606  0.082
H -4.269 -3.462 -4.479  0.125

## Properties
HOMO energy (spin up / spin down)	-9.44 / -9.85	eV
multiplicity	2
Kohn-Sham gap (spin up / spin down)	7.25 / 6.76	eV
charge	+1

No. 2
This record from the OMol25 dataset describes one molecule with the formula C3H6N2O2. The level of theory is ωB97M-V/def2-TZVPD.

Each line ends with the Löwdin charge.
Geometry (Å):
C 0.739 0.971 -1.880  -0.068
O 0.075 1.136 -0.627  -0.059
C -0.057 0.017 0.100  -0.506
N 0.368 -1.102 -0.315  0.162
N -0.706 0.341 1.300  0.135
C -1.005 -0.539 2.316  -0.315
O -1.557 -0.223 3.343  0.049
H 0.636 1.932 -2.383  0.091
H 0.277 0.168 -2.459  0.087
H 1.792 0.724 -1.725  0.093
H 0.191 -1.867 0.324  0.042
H -0.966 1.310 1.441  0.159
H -0.689 -1.575 2.102  0.130

## Properties
HOMO energy	-10.20	eV
Kohn-Sham gap	11.00	eV
charge	0

No. 3
This record from the OMol25 dataset describes an isolated ion of composition H4N2O2P and charge -1 in a non-equilibrium geometry. The level of theory is ωB97M-V/def2-TZVPD.

Each line ends with the Löwdin charge.
Geometry (Å):
N -1.898 -0.086 0.414  -0.174
N -0.619 0.579 0.240  -0.404
O 0.967 -1.659 0.111  -0.441
O 2.056 0.712 0.311  -0.282
P 0.716 -0.222 -0.086  0.259
H -2.497 0.105 -0.448  0.041
H -1.629 -1.066 0.449  0.002
H 2.019 1.638 0.526  0.015
H 0.886 -0.002 -1.517  -0.016

## Properties
HOMO energy	-2.64	eV
Kohn-Sham gap	7.03	eV
charge	-1

No. 4
This record from the OMol25 dataset describes an isolated ion of composition C9H13N4 and charge +1 in a non-equilibrium geometry. The level of theory is ωB97M-V/def2-TZVPD.

Each line ends with the Löwdin charge.
Geometry (Å):
C -2.924 -0.296 -0.830  0.032
C -2.335 0.631 -1.650  -0.236
C -0.858 -0.080 -0.073  -0.126
C -2.024 2.368 -3.063  -0.030
C -0.627 2.467 -2.619  -0.015
C 1.165 -1.356 -0.327  -0.067
C 0.174 -1.036 1.968  -0.068
C 1.459 0.928 0.721  -0.030
C 0.486 -0.334 0.604  -0.503
N -2.805 1.433 -2.590  0.153
N -0.218 1.734 -1.642  0.151
N -1.051 0.816 -1.093  0.067
N -1.990 -0.826 -0.013  0.185
H -3.868 -0.811 -1.032  0.155
H -2.559 3.172 -3.697  0.157
H 0.054 3.124 -3.012  0.098
H 2.000 -1.857 0.201  0.093
H 0.454 -2.161 -0.828  0.124
H 1.614 -0.818 -1.300  0.127
H 1.121 -0.992 2.604  0.105
H -0.626 -0.467 2.660  0.133
H -0.026 -2.105 2.155  0.085
H 2.340 0.567 1.213  0.072
H 1.748 1.455 -0.248  0.091
H 0.921 1.608 1.432  0.099
H -2.177 -1.339 0.782  0.146

## Properties
HOMO energy	-13.06	eV
Kohn-Sham gap	8.46	eV
charge	+1

No. 5
This record from the OMol25 dataset describes one molecule with the formula C22H28N2O3. The level of theory is ωB97M-V/def2-TZVPD.

Each line ends with the Löwdin charge.
Geometry (Å):
C 4.570 5.687 2.772  -0.110
C 3.206 6.327 3.009  -0.260
C 2.054 5.325 2.955  -0.187
C 1.796 4.798 1.541  -0.199
O 0.667 3.947 1.484  -0.038
C 0.759 2.668 1.927  -0.259
C -0.439 1.945 1.916  0.015
C -0.472 0.627 2.308  -0.027
C 0.696 -0.009 2.728  -0.177
C 1.879 0.718 2.771  -0.008
C 1.921 2.039 2.365  -0.006
H 2.863 2.563 2.399  0.105
H 2.776 0.233 3.123  0.124
C 0.690 -1.407 3.227  -0.437
O 1.276 -1.744 4.238  0.077
N -0.059 -2.320 2.537  0.136
C -0.605 -2.255 1.252  -0.257
C -0.005 -1.529 0.227  -0.018
C -0.580 -1.502 -1.030  -0.024
C -1.747 -2.202 -1.300  -0.230
C -2.324 -2.954 -0.283  -0.029
C -1.760 -2.985 0.976  -0.013
H -2.216 -3.573 1.760  0.112
H -3.216 -3.521 -0.496  0.116
C -2.385 -2.175 -2.663  -0.160
N -2.681 -3.528 -3.106  -0.170
C -1.499 -4.339 -3.356  -0.151
C -0.838 -4.024 -4.705  -0.190
H -0.036 -4.733 -4.916  0.125
O -1.758 -4.144 -5.770  -0.135
C -2.875 -3.302 -5.576  -0.195
C -3.575 -3.615 -4.247  -0.162
H -4.420 -2.939 -4.098  0.120
H -3.950 -4.643 -4.284  0.125
H -3.543 -3.487 -6.419  0.124
H -2.557 -2.248 -5.597  0.121
H -0.417 -3.006 -4.692  0.120
H -0.787 -4.191 -2.544  0.122
H -1.820 -5.386 -3.359  0.127
H -3.341 -1.643 -2.596  0.131
H -1.739 -1.612 -3.356  0.114
H -0.102 -0.931 -1.813  0.114
H 0.913 -0.994 0.411  0.117
H -0.187 -3.197 3.028  0.157
H -1.409 0.092 2.304  0.125
H -1.335 2.451 1.592  0.120
H 2.679 4.291 1.137  0.115
H 1.544 5.631 0.879  0.134
H 2.261 4.490 3.627  0.109
H 1.137 5.806 3.302  0.119
H 3.038 7.113 2.269  0.107
H 3.206 6.796 3.995  0.106
H 5.358 6.424 2.903  0.069
H 4.649 5.287 1.764  0.065
H 4.739 4.878 3.481  0.074

## Properties
HOMO energy	-8.24	eV
Kohn-Sham gap	8.98	eV
charge	0

No. 6
This record from the OMol25 dataset describes C14H13NO3S as an isolated structure in a non-equilibrium geometry. The level of theory is ωB97M-V/def2-TZVPD.

Each line ends with the Löwdin charge.
Geometry (Å):
O 1.925 0.747 -1.188  0.186
C 1.745 0.896 -0.112  -0.655
N 0.574 1.521 0.279  0.044
H 0.253 1.420 1.263  0.132
C -0.644 1.542 -0.766  -0.074
C -1.832 0.617 -0.435  -0.211
C -1.615 -0.745 -0.658  -0.123
C -2.517 -1.587 -0.821  -0.036
C -3.779 -1.193 -0.320  -0.246
C -3.947 0.063 0.110  -0.131
C -3.088 1.286 0.022  0.172
H -3.349 2.204 0.169  0.039
O -5.256 0.037 0.449  0.093
C -5.808 -0.990 0.509  -0.319
O -4.859 -1.988 -0.135  0.043
H -6.759 -1.099 -0.092  0.144
H -6.134 -1.565 1.521  0.167
H -2.336 -2.686 -0.883  0.153
H -0.444 -0.776 -1.263  0.215
H -1.078 2.774 -0.302  0.186
H -0.278 1.678 -1.705  0.056
C 2.417 0.667 1.211  -0.037
C 3.778 0.039 0.623  -0.355
C 4.923 0.551 0.476  -0.137
C 5.937 -0.244 -0.442  -0.032
C 5.528 -1.648 -0.324  -0.354
S 3.812 -1.949 0.182  0.871
H 5.975 -2.394 -0.696  -0.045
H 6.867 -0.179 -0.351  -0.014
H 5.224 1.506 0.532  0.071
H 2.789 1.612 1.526  0.129
H 1.976 -0.117 1.619  0.067

## Properties
HOMO energy	-8.02	eV
Kohn-Sham gap	8.58	eV
charge	0

No. 7
This record from the OMol25 dataset describes one molecule with the formula C2H3FS in a non-equilibrium geometry. The level of theory is ωB97M-V/def2-TZVPD.

Each line ends with the Löwdin charge.
Geometry (Å):
C 0.418 -0.498 -0.584  -0.897
C -0.298 0.395 0.514  -0.088
F 1.731 -0.612 -0.338  -0.007
S -0.313 -1.105 -1.836  0.781
H -0.186 1.541 0.474  0.107
H 0.033 0.088 1.450  0.034
H -1.386 0.193 0.320  0.070

## Properties
HOMO energy	-9.49	eV
Kohn-Sham gap	9.51	eV
charge	0

No. 8
This record from the OMol25 dataset describes C30H34As2N5Os as an isolated structure. The level of theory is ωB97M-V/def2-TZVPD.

Each line ends with the Löwdin charge.
Geometry (Å):
Os -0.158 -0.666 -0.749  1.247
C -4.396 4.050 -3.441  0.001
C -3.322 3.388 -2.653  -0.182
C -2.021 3.931 -2.600  0.026
C -1.018 3.295 -1.931  0.045
C -1.244 2.063 -1.247  -0.194
N -0.239 1.400 -0.640  -0.082
C 0.930 2.091 -0.234  -0.270
C 0.828 3.140 0.679  -0.009
C 1.958 3.778 1.154  0.010
C 3.234 3.384 0.746  -0.228
C 4.461 4.057 1.287  -0.012
C 3.332 2.332 -0.161  0.039
C 2.202 1.699 -0.656  -0.139
N 2.370 0.707 -1.673  -0.053
C 3.298 0.703 -2.644  0.018
C 3.164 -0.461 -3.374  0.020
C 2.140 -1.153 -2.753  -0.110
N 1.648 -0.448 -1.716  -0.168
C -2.580 1.541 -1.267  -0.098
C -3.566 2.183 -1.969  0.063
N -2.944 0.425 -0.464  -0.056
C -4.137 0.238 0.137  0.017
C -4.145 -1.015 0.708  0.022
C -2.910 -1.559 0.393  -0.102
N -2.170 -0.688 -0.315  -0.159
H -4.299 5.134 -3.409  0.106
H -5.389 3.761 -3.103  0.099
H -4.307 3.755 -4.492  0.121
H -1.813 4.855 -3.125  0.143
H -0.015 3.698 -1.941  0.136
H -0.156 3.446 1.015  0.135
H 1.851 4.594 1.858  0.138
H 4.287 5.121 1.440  0.099
H 5.314 3.937 0.622  0.093
H 4.731 3.630 2.255  0.103
H 4.311 2.005 -0.489  0.136
H 3.973 1.534 -2.769  0.154
H 3.735 -0.760 -4.236  0.131
H 1.703 -2.098 -3.023  0.107
H -4.562 1.760 -2.001  0.139
H -4.888 1.010 0.138  0.154
H -4.941 -1.468 1.273  0.132
H -2.504 -2.518 0.671  0.097
C -0.354 0.372 3.111  -0.232
As 0.541 -0.804 1.868  1.102
C 2.420 -0.619 2.289  -0.227
C 0.026 -2.593 2.386  -0.423
C -0.130 -2.916 3.730  -0.073
C -0.502 -4.204 4.098  -0.022
C -0.718 -5.171 3.128  -0.022
C -0.558 -4.857 1.784  -0.077
C -0.190 -3.569 1.410  -0.443
As 0.104 -3.166 -0.453  1.031
C -1.122 -4.267 -1.463  -0.233
C 1.841 -3.934 -0.817  -0.237
H 0.001 0.171 4.120  0.049
H -1.429 0.210 3.060  0.042
H -0.118 1.402 2.851  0.025
H 2.580 -0.894 3.331  0.055
H 2.713 0.419 2.130  0.028
H 3.010 -1.270 1.647  0.037
H 0.037 -2.175 4.501  0.111
H -0.622 -4.448 5.145  0.130
H -1.008 -6.173 3.414  0.130
H -0.722 -5.627 1.040  0.111
H -0.900 -5.316 -1.277  0.052
H -0.990 -4.059 -2.523  0.047
H -2.150 -4.053 -1.180  0.036
H 1.892 -4.896 -0.309  0.056
H 2.630 -3.285 -0.440  0.037
H 1.970 -4.093 -1.885  0.040

## Properties
HOMO energy (spin up / spin down)	-16.25 / -16.87	eV
multiplicity	5
Kohn-Sham gap (spin up / spin down)	8.38 / 5.70	eV
charge	+3

Calculated values (eV) of calculated total energy for the records, taken in order: -79044.01795; -10283.43770; -16429.80106; -15495.50469; -32391.03211; -33184.33859; -15674.51979; -163230.60270.
Calculated values (eV) of relative energy (zero: lowest compared OMol25 entry of this formula, charge and spin) for the records, taken in order: 0.0000; 1.3598; 3.7145; 2.7411; 2.6181; 13.8069; 0.0000; 0.0000.